# C10H19N2O3S

2 unconnected molecules or ions with the total composition C10H19N2O3S in a non-equilibrium geometry (ωB97M-V/def2-TZVPD, OMol25).

## Properties
HOMO energy: -12.878 eV
charge: +1
largest force on an atom: 1.56 eV/A
LUMO energy: -5.0 eV

```
35
C10H19N2O3S (ωB97M-V/def2-TZVPD)
C 5.61 1.09 -1.04
C 4.90 -0.07 -0.37
O 5.35 -1.31 -0.90
C 3.38 0.01 -0.43
O 2.91 0.58 -1.69
C 1.81 1.32 -1.53
C 0.60 0.70 -1.19
C -0.52 1.47 -1.01
S -2.07 0.86 -0.54
C -0.32 2.84 -1.22
N 0.85 3.30 -1.58
N 1.98 2.61 -1.76
H 6.49 0.73 -1.58
H 4.98 1.67 -1.70
H 5.97 1.77 -0.27
H 5.16 -0.06 0.69
H 5.16 -1.98 -0.24
H 3.03 0.64 0.39
H 2.92 -0.97 -0.28
H 0.59 -0.37 -1.07
H -1.64 -0.25 0.09
H -1.13 3.54 -1.09
H 0.94 4.30 -1.75
C -5.78 -2.59 1.32
C -4.44 -1.89 1.21
C -3.82 -1.65 2.58
O -4.60 -0.65 0.51
H -6.49 -1.98 1.89
H -6.21 -2.76 0.34
H -5.68 -3.56 1.82
H -3.76 -2.50 0.60
H -4.46 -1.01 3.18
H -2.86 -1.14 2.48
H -3.66 -2.59 3.11
H -5.19 -0.10 1.03
```

Löwdin atomic charges, in units of e: number 1, C, carries -0.013; number 2, C, carries -0.394; number 3, O, carries -0.020; number 4, C, carries -0.092; number 5, O, carries -0.012; number 6, C, carries -0.317; number 7, C, carries 0.047; number 8, C, carries -0.558; number 9, S, carries 0.940; number 10, C, carries -0.026; number 11, N, carries 0.073; number 12, N, carries 0.220; number 13, H, carries 0.094; number 14, H, carries 0.070; number 15, H, carries 0.084; number 16, H, carries 0.144; number 17, H, carries 0.092; number 18, H, carries 0.137; number 19, H, carries 0.130; number 20, H, carries 0.141; number 21, H, carries -0.082; number 22, H, carries 0.149; number 23, H, carries 0.193; number 24, C, carries -0.055; number 25, C, carries -0.499; number 26, C, carries -0.060; number 27, O, carries -0.108; number 28, H, carries 0.086; number 29, H, carries 0.084; number 30, H, carries 0.086; number 31, H, carries 0.136; number 32, H, carries 0.087; number 33, H, carries 0.066; number 34, H, carries 0.086; number 35, H, carries 0.091



# C10H19N4

A gas-phase ion, C10H19N4 (charge +1) in a non-equilibrium geometry (ωB97M-V/def2-TZVPD, OMol25).

## Properties
HOMO energy: -13.277 eV
charge: +1
largest force on an atom: 6.24 eV/A
LUMO energy: -4.9 eV
SMILES: [H]/N=C(\N)[C@]12CCCC[C@H]1CCC[NH+]=N2

```
33
C10H19N4 (ωB97M-V/def2-TZVPD)
H 2.69 -2.88 -0.15
N 2.23 -2.00 -0.02
C 0.98 -2.05 -0.23
N 0.27 -3.11 -0.61
C 0.02 -0.80 0.31
C -1.29 -1.33 1.02
C -2.26 -0.16 1.23
C -2.73 0.31 -0.15
C -1.54 1.00 -0.75
C -0.21 0.28 -0.95
C 0.96 1.29 -1.29
C 1.39 2.40 -0.28
C 2.16 1.75 1.01
N 1.85 0.40 1.14
N 0.60 0.11 1.08
H -0.71 -3.17 -0.82
H 0.77 -3.92 -0.99
H -1.04 -1.66 2.01
H -1.76 -2.09 0.53
H -1.98 0.63 1.83
H -3.12 -0.63 1.80
H -3.02 -0.64 -0.64
H -3.50 1.08 -0.20
H -1.72 1.35 -1.85
H -1.27 1.99 -0.26
H -0.34 -0.40 -1.82
H 0.64 1.82 -2.22
H 1.71 0.56 -1.66
H 1.99 3.06 -0.86
H 0.63 3.14 -0.03
H 3.28 2.00 1.06
H 1.83 2.05 2.00
H 2.51 -0.38 0.76
```

Löwdin atomic charges, in units of e: number 1, H, carries 0.071; number 2, N, carries 0.121; number 3, C, carries -0.389; number 4, N, carries 0.160; number 5, C, carries -0.274; number 6, C, carries -0.081; number 7, C, carries -0.182; number 8, C, carries -0.170; number 9, C, carries -0.192; number 10, C, carries -0.188; number 11, C, carries -0.130; number 12, C, carries -0.104; number 13, C, carries -0.120; number 14, N, carries 0.032; number 15, N, carries 0.178; number 16, H, carries 0.106; number 17, H, carries 0.136; number 18, H, carries 0.126; number 19, H, carries 0.071; number 20, H, carries 0.087; number 21, H, carries 0.143; number 22, H, carries 0.128; number 23, H, carries 0.120; number 24, H, carries 0.157; number 25, H, carries 0.131; number 26, H, carries 0.157; number 27, H, carries 0.137; number 28, H, carries 0.124; number 29, H, carries 0.092; number 30, H, carries 0.112; number 31, H, carries 0.161; number 32, H, carries 0.123; number 33, H, carries 0.157



# C10H19N5O5

A molecular structure, C10H19N5O5 in a non-equilibrium geometry (ωB97M-V/def2-TZVPD, OMol25).

## Properties
HOMO energy: -7.887 eV
largest force on an atom: 6.34 eV/A
LUMO energy: -0.1 eV

```
39
C10H19N5O5 (ωB97M-V/def2-TZVPD)
C 1.83 -1.29 0.22
C 0.87 -0.46 -0.55
C 3.25 -1.42 -0.45
C 4.12 -0.42 0.34
C 0.40 2.18 -0.64
C 0.18 3.03 0.71
C -1.00 1.92 -1.27
C -1.90 1.25 -0.24
C -2.97 0.42 -0.95
C -3.18 -1.53 0.65
H 0.96 -3.29 -0.28
H 1.43 -3.05 1.82
H 2.09 -0.67 1.19
H 3.36 -1.19 -1.53
H 3.67 -2.45 -0.38
H 5.77 0.32 0.28
H 1.67 0.97 0.56
H 1.00 2.91 -1.32
H -0.77 1.40 -2.20
H -1.55 2.94 -1.60
H -2.48 2.04 0.20
H -1.25 0.65 0.41
H -2.35 -0.14 -1.72
H -3.59 1.08 -1.54
H -4.70 -0.17 0.44
H -4.43 -1.55 1.92
H -1.78 -1.77 -1.26
H -1.39 -2.54 0.75
H 0.58 1.39 1.87
N 1.04 -2.49 0.72
N 0.96 0.83 -0.18
N -3.74 -0.40 0.07
N -3.62 -2.10 1.72
N -2.12 -2.13 0.03
O 0.17 -0.76 -1.44
O 4.06 0.51 1.17
O 5.44 -0.58 -0.22
O -0.19 4.22 0.69
O 0.16 2.32 1.96
```

Löwdin atomic charges, in units of e: number 1, C, carries -0.344; number 2, C, carries -0.543; number 3, C, carries -0.028; number 4, C, carries -0.409; number 5, C, carries -0.139; number 6, C, carries -0.353; number 7, C, carries -0.166; number 8, C, carries -0.206; number 9, C, carries -0.185; number 10, C, carries -0.678; number 11, H, carries 0.204; number 12, H, carries 0.206; number 13, H, carries 0.148; number 14, H, carries 0.146; number 15, H, carries 0.137; number 16, H, carries 0.188; number 17, H, carries 0.110; number 18, H, carries 0.178; number 19, H, carries 0.102; number 20, H, carries 0.171; number 21, H, carries 0.117; number 22, H, carries 0.106; number 23, H, carries 0.093; number 24, H, carries 0.113; number 25, H, carries 0.153; number 26, H, carries 0.000; number 27, H, carries 0.249; number 28, H, carries 0.102; number 29, H, carries 0.121; number 30, N, carries -0.054; number 31, N, carries 0.083; number 32, N, carries 0.033; number 33, N, carries 0.064; number 34, N, carries 0.045; number 35, O, carries 0.086; number 36, O, carries 0.052; number 37, O, carries -0.011; number 38, O, carries 0.072; number 39, O, carries 0.036



# C10H19NO14Sr

A molecular structure, C10H19NO14Sr in a non-equilibrium geometry (ωB97M-V/def2-TZVPD, OMol25).

## Properties
HOMO energy: -1.200 eV
charge: -2
largest force on an atom: 6.84 eV/A
LUMO energy: 4.1 eV

```
45
C10H19NO14Sr (ωB97M-V/def2-TZVPD)
Sr 0.07 0.10 -0.42
O -0.76 3.92 -2.57
C -1.37 2.74 -2.56
O -2.50 2.72 -3.08
O -0.86 1.68 -2.23
H -1.49 4.32 -3.04
O -2.18 -2.87 -0.86
C -2.42 -1.92 -1.74
O -2.14 -0.71 -1.55
O -2.91 -2.25 -2.81
H -2.62 -3.62 -1.26
O 3.15 3.04 0.39
C 3.12 1.76 0.70
O 4.16 1.35 1.22
O 2.16 1.06 0.52
H 3.90 2.99 0.99
O 2.24 -0.85 -4.69
C 1.23 -0.72 -3.83
O 0.15 -1.06 -4.23
O 1.32 -0.42 -2.66
H 2.99 -0.64 -4.12
C 2.32 -2.85 0.01
O 1.25 -2.09 0.41
C 0.80 -2.43 1.73
C -0.14 -1.42 2.48
N -1.17 -1.13 1.42
C -2.23 -0.32 2.01
C -1.83 1.28 2.25
O -1.12 1.80 1.16
C -0.49 3.11 1.36
H 3.11 -2.61 0.72
H 2.53 -2.48 -0.99
H 1.94 -3.87 -0.08
H 1.67 -2.43 2.40
H 0.31 -3.40 1.67
H 0.38 -0.53 2.83
H -0.42 -1.96 3.38
H -1.48 -2.03 1.09
H -2.72 -0.67 2.92
H -3.01 -0.26 1.25
H -1.22 1.44 3.15
H -2.71 1.85 2.54
H -0.02 3.46 0.45
H 0.29 3.07 2.12
H -1.26 3.86 1.54
```

Löwdin atomic charges, in units of e: number 1, Sr, carries 1.584; number 2, O, carries 0.069; number 3, C, carries -0.908; number 4, O, carries -0.050; number 5, O, carries -0.088; number 6, H, carries 0.076; number 7, O, carries 0.062; number 8, C, carries -0.894; number 9, O, carries -0.112; number 10, O, carries -0.005; number 11, H, carries 0.100; number 12, O, carries 0.107; number 13, C, carries -0.942; number 14, O, carries -0.038; number 15, O, carries -0.102; number 16, H, carries 0.067; number 17, O, carries 0.070; number 18, C, carries -0.965; number 19, O, carries 0.030; number 20, O, carries -0.104; number 21, H, carries 0.082; number 22, C, carries -0.099; number 23, O, carries -0.300; number 24, C, carries -0.188; number 25, C, carries -0.159; number 26, N, carries -0.160; number 27, C, carries -0.150; number 28, C, carries -0.190; number 29, O, carries -0.291; number 30, C, carries -0.043; number 31, H, carries 0.102; number 32, H, carries 0.101; number 33, H, carries 0.096; number 34, H, carries 0.116; number 35, H, carries 0.124; number 36, H, carries 0.117; number 37, H, carries 0.109; number 38, H, carries 0.089; number 39, H, carries 0.101; number 40, H, carries 0.113; number 41, H, carries 0.097; number 42, H, carries 0.108; number 43, H, carries 0.094; number 44, H, carries 0.090; number 45, H, carries 0.087



# C10H19NO3S

C10H19NO3S in the gas phase in a non-equilibrium geometry (ωB97M-V/def2-TZVPD, OMol25).

## Properties
HOMO energy: -7.983 eV
largest force on an atom: 5.56 eV/A
LUMO energy: 0.7 eV

```
34
C10H19NO3S (ωB97M-V/def2-TZVPD)
C -0.26 -0.62 -1.82
C 0.10 -2.28 -0.13
C 0.73 -1.39 -2.74
C 0.90 -3.10 -1.18
C -0.06 0.04 0.70
C -2.07 0.88 0.38
C 0.51 1.48 0.63
C -3.02 0.94 1.52
C 1.67 1.54 -0.40
C 0.98 2.11 1.95
N 0.22 -0.85 -0.45
O -1.37 3.40 0.78
O -1.02 2.37 -1.45
O 0.67 -2.77 -2.51
S -1.03 2.27 -0.05
H -0.30 0.49 -2.07
H -1.25 -1.02 -1.84
H -0.88 -2.58 -0.11
H 0.43 -2.32 0.97
H 0.35 -1.05 -3.81
H 1.86 -1.15 -2.58
H 1.96 -2.89 -0.97
H 0.70 -4.23 -1.07
H -0.25 -0.49 1.57
H -2.39 0.36 -0.57
H -2.62 1.70 2.23
H -3.15 -0.04 1.93
H -3.95 1.25 1.16
H 1.30 1.24 -1.33
H 2.34 0.82 -0.01
H 1.97 2.58 -0.39
H 0.59 3.09 2.07
H 2.15 2.32 1.90
H 0.83 1.51 2.85
```

Löwdin atomic charges, in units of e: number 1, C, carries -0.152; number 2, C, carries -0.141; number 3, C, carries -0.186; number 4, C, carries -0.199; number 5, C, carries -0.019; number 6, C, carries -0.233; number 7, C, carries -0.509; number 8, C, carries -0.120; number 9, C, carries -0.042; number 10, C, carries -0.050; number 11, N, carries -0.156; number 12, O, carries -0.313; number 13, O, carries -0.294; number 14, O, carries -0.150; number 15, S, carries 0.646; number 16, H, carries 0.108; number 17, H, carries 0.114; number 18, H, carries 0.085; number 19, H, carries 0.145; number 20, H, carries 0.158; number 21, H, carries 0.152; number 22, H, carries 0.120; number 23, H, carries 0.150; number 24, H, carries 0.095; number 25, H, carries 0.096; number 26, H, carries 0.091; number 27, H, carries 0.071; number 28, H, carries 0.055; number 29, H, carries 0.036; number 30, H, carries 0.086; number 31, H, carries 0.095; number 32, H, carries 0.054; number 33, H, carries 0.123; number 34, H, carries 0.082



# C10H19NOS

C10H19NOS in the gas phase in a non-equilibrium geometry (ωB97M-V/def2-TZVPD, OMol25).

## Properties
HOMO energy: -8.915 eV
largest force on an atom: 5.12 eV/A
LUMO energy: 0.8 eV

```
32
C10H19NOS (ωB97M-V/def2-TZVPD)
C -0.61 0.31 4.38
C -0.46 0.63 3.09
C 0.15 -0.23 2.05
C 0.77 0.41 0.81
C 2.27 2.55 0.83
C 0.53 -0.76 -2.34
C -1.26 -2.37 -2.61
C -1.83 -0.11 -1.97
C 0.99 1.81 0.35
C -0.78 -1.18 -1.86
N -0.51 -0.10 0.62
O 0.70 -2.33 0.26
S -0.63 -1.68 0.00
H -1.09 0.96 5.15
H -0.31 -0.66 4.88
H -1.02 1.45 2.59
H 0.74 -1.10 2.14
H 1.55 -0.36 0.44
H 2.27 3.47 0.42
H 3.05 1.91 0.49
H 2.31 2.72 1.84
H 0.82 0.27 -2.08
H 1.16 -1.41 -1.82
H 0.55 -0.85 -3.46
H -2.26 -2.66 -2.10
H -0.59 -3.25 -2.44
H -1.53 -2.08 -3.64
H -2.77 -0.56 -1.73
H -1.46 0.74 -1.15
H -1.79 0.32 -2.90
H 0.95 1.83 -0.85
H 0.11 2.31 0.60
```

Löwdin atomic charges, in units of e: number 1, C, carries -0.001; number 2, C, carries -0.140; number 3, C, carries -0.172; number 4, C, carries -0.380; number 5, C, carries -0.049; number 6, C, carries -0.090; number 7, C, carries -0.107; number 8, C, carries -0.083; number 9, C, carries -0.187; number 10, C, carries -0.759; number 11, N, carries -0.230; number 12, O, carries -0.502; number 13, S, carries 1.008; number 14, H, carries 0.057; number 15, H, carries 0.076; number 16, H, carries 0.120; number 17, H, carries 0.109; number 18, H, carries 0.153; number 19, H, carries 0.036; number 20, H, carries 0.073; number 21, H, carries 0.043; number 22, H, carries 0.076; number 23, H, carries 0.050; number 24, H, carries 0.116; number 25, H, carries 0.106; number 26, H, carries 0.101; number 27, H, carries 0.099; number 28, H, carries 0.070; number 29, H, carries 0.135; number 30, H, carries 0.058; number 31, H, carries 0.142; number 32, H, carries 0.075



| no. | gap between HOMO and LUMO (eV) |
| --- | --- |
| 1 | 7.852 |
| 2 | 8.388 |
| 3 | 7.809 |
| 4 | 5.329 |
| 5 | 8.684 |
| 6 | 9.731 |